Molecular formula: C51H58InN5O4SSi2Te
Method: DFT, ωB97M-V/def2-TZVPD

Element x y z (Å)
In: -1.10 -1.14 0.35
O: 2.00 -3.60 -1.01
C: 1.95 -1.41 -2.06
C: 2.50 0.01 -1.77
C: 1.99 1.07 -0.81
C: 2.83 2.18 -0.70
C: 2.53 3.17 0.21
C: 1.40 3.02 0.99
C: 0.59 1.91 0.81
C: -0.62 1.74 1.68
C: -0.43 0.66 2.78
O: -0.27 -0.60 2.22
C: -1.69 0.62 3.67
C: -2.96 0.72 3.11
C: -4.10 0.59 3.89
C: -3.99 0.34 5.25
C: -2.73 0.23 5.82
C: -1.59 0.37 5.04
C: 0.81 1.06 3.58
C: 1.90 0.20 3.65
C: 3.06 0.57 4.31
C: 3.14 1.82 4.92
C: 2.05 2.67 4.89
C: 0.89 2.29 4.22
N: 0.87 0.96 -0.09
C: 0.56 -1.43 -2.70
C: 0.04 -2.66 -3.12
C: -1.21 -2.74 -3.71
C: -1.94 -1.58 -3.93
C: -1.42 -0.35 -3.56
C: -0.18 -0.28 -2.94
C: 2.97 -1.97 -3.07
C: 4.12 -2.65 -2.69
C: 5.06 -3.03 -3.64
C: 4.87 -2.73 -4.98
C: 3.72 -2.05 -5.36
C: 2.78 -1.67 -4.42
H: 2.56 0.49 -2.76
H: 3.55 -0.15 -1.49
H: 3.72 2.23 -1.32
H: 3.18 4.03 0.32
H: 1.15 3.75 1.75
H: -1.48 1.48 1.06
H: -0.85 2.70 2.15
H: -3.08 0.89 2.04
H: -5.07 0.66 3.42
H: -4.88 0.24 5.86
H: -2.63 0.03 6.88
H: -0.62 0.27 5.50
H: 1.80 -0.78 3.19
H: 3.90 -0.11 4.34
H: 4.05 2.11 5.44
H: 2.09 3.63 5.38
H: 0.04 2.96 4.22
H: 0.64 -3.56 -3.01
H: -1.60 -3.70 -4.01
H: -2.92 -1.64 -4.41
H: -1.97 0.56 -3.75
H: 0.20 0.69 -2.64
H: 4.30 -2.90 -1.66
H: 5.94 -3.56 -3.31
H: 5.60 -3.03 -5.71
H: 3.55 -1.81 -6.41
H: 1.89 -1.15 -4.74
N: 7.95 -5.32 -0.24
C: 6.96 -4.39 0.09
C: 5.73 -4.80 0.58
C: 4.71 -3.90 0.85
C: 4.93 -2.55 0.62
C: 6.16 -2.12 0.15
C: 7.17 -3.03 -0.11
S: 2.34 -1.70 0.75
O: 2.01 -2.85 1.57
O: 3.98 -1.54 0.79
N: 1.90 -2.22 -0.80
C: 0.94 -4.36 -0.61
N: 1.18 -5.65 -0.79
C: 0.19 -6.46 -0.44
C: -1.02 -6.00 0.07
C: -1.14 -4.63 0.19
N: -0.15 -3.79 -0.14
H: 7.88 -6.20 0.25
H: 8.89 -4.96 -0.20
H: 5.54 -5.86 0.74
H: 3.76 -4.25 1.23
H: 6.31 -1.06 -0.03
H: 8.12 -2.68 -0.49
H: 0.37 -7.52 -0.57
H: -1.81 -6.67 0.34
H: -2.04 -4.16 0.56
C: -0.60 4.70 -1.69
Si: -2.35 5.25 -1.31
C: -2.30 6.87 -0.35
C: -3.34 5.48 -2.88
C: -3.19 3.95 -0.24
Te: -3.18 2.01 -1.17
C: -5.30 1.88 -1.51
Si: -6.25 1.27 -0.01
C: -6.03 2.47 1.42
C: -8.07 1.19 -0.46
C: -5.64 -0.43 0.45
H: -0.11 5.41 -2.37
H: -0.58 3.72 -2.17
H: 0.00 4.64 -0.78
H: -1.86 7.67 -0.95
H: -1.71 6.77 0.56
H: -3.31 7.19 -0.07
H: -2.88 6.23 -3.52
H: -4.36 5.80 -2.67
H: -3.39 4.55 -3.45
H: -4.24 4.19 -0.06
H: -2.71 3.84 0.73
H: -5.42 1.20 -2.35
H: -5.62 2.87 -1.86
H: -6.38 3.47 1.15
H: -4.99 2.55 1.73
H: -6.61 2.15 2.28
H: -8.46 2.17 -0.75
H: -8.67 0.83 0.38
H: -8.24 0.51 -1.30
H: -4.58 -0.42 0.73
H: -5.75 -1.13 -0.38
H: -6.20 -0.84 1.30

**HOMO**: -0.262 Eh
**Calculated total energy**: -108527.043 eV
**Energy relative to the best compared isomer or geometry (same formula, charge and spin)**: 342.2 kJ/mol
**Total charge**: 0
**Spin multiplicity**: 1
**Molecular weight**: 1135.71 g mol⁻¹
**Orbital gap**: 0.2751 hartree


Molecular formula: C51H59BBrN7O6S3W
Method: DFT, ωB97M-V/def2-TZVPD

Element x y z (Å)
W: 1.75 0.12 0.36
C: 0.84 4.56 -3.11
C: -0.09 3.47 -2.73
C: -1.31 3.27 -3.32
C: -2.11 2.18 -2.92
N: -1.79 1.48 -1.85
N: -0.64 1.69 -1.24
B: -0.33 0.88 0.07
N: -1.13 1.54 1.23
N: -2.29 2.10 0.95
C: -3.07 2.52 1.92
C: -2.66 2.44 3.27
C: -1.45 1.87 3.57
C: -0.94 1.74 4.96
C: -0.69 1.38 2.48
S: 0.78 0.52 2.72
C: -4.44 3.03 1.51
C: -5.21 1.81 0.98
C: -4.25 4.06 0.40
C: -5.22 3.65 2.67
N: -1.01 -0.49 -0.13
N: -1.92 -0.90 0.73
C: -2.60 -2.00 0.50
C: -2.46 -2.68 -0.73
C: -1.47 -2.29 -1.62
C: -1.21 -2.99 -2.90
C: -0.67 -1.21 -1.22
S: 0.83 -0.75 -1.96
C: -3.50 -2.48 1.60
C: -4.95 -2.56 1.09
C: -3.43 -1.54 2.80
C: -3.03 -3.88 2.02
C: 0.27 2.56 -1.70
S: 1.85 2.49 -1.05
C: -3.32 1.73 -3.70
C: -4.50 1.48 -2.75
C: -3.74 2.74 -4.77
C: -2.93 0.41 -4.39
H: 0.35 5.27 -3.76
H: 1.71 4.15 -3.63
H: 1.21 5.05 -2.22
H: -1.64 3.94 -4.10
H: -3.29 2.81 4.05
H: -1.63 2.18 5.67
H: 0.03 2.23 5.05
H: -0.78 0.69 5.20
H: -4.63 1.30 0.22
H: -6.16 2.14 0.55
H: -5.43 1.12 1.79
H: -3.69 3.63 -0.43
H: -3.69 4.92 0.77
H: -5.21 4.40 0.04
H: -5.43 2.92 3.45
H: -6.17 4.01 2.29
H: -4.69 4.49 3.10
H: -3.10 -3.51 -0.97
H: -2.14 -3.34 -3.34
H: -0.58 -3.85 -2.73
H: -0.69 -2.33 -3.60
H: -5.25 -1.61 0.66
H: -5.61 -2.80 1.91
H: -5.06 -3.33 0.33
H: -3.73 -0.53 2.52
H: -2.42 -1.49 3.20
H: -4.10 -1.88 3.59
H: -3.04 -4.57 1.18
H: -3.71 -4.27 2.78
H: -2.03 -3.85 2.44
H: -4.78 2.41 -2.26
H: -4.23 0.75 -2.00
H: -5.35 1.12 -3.31
H: -3.98 3.70 -4.33
H: -4.64 2.37 -5.26
H: -2.98 2.86 -5.53
H: -2.65 -0.34 -3.65
H: -2.08 0.57 -5.06
H: -3.77 0.04 -4.97
O: 2.86 1.45 1.18
C: 3.93 1.98 1.63
C: 5.11 1.26 1.86
C: 6.15 1.81 2.66
C: 7.08 0.99 3.22
C: 7.04 -0.40 3.02
C: 6.13 -0.94 2.15
C: 5.21 -0.11 1.48
O: 4.46 -0.69 0.56
N: 8.11 1.57 4.09
O: 8.62 0.82 4.88
O: 8.35 2.73 3.93
H: 3.87 3.03 1.93
H: 6.18 2.88 2.85
H: 7.76 -1.02 3.54
H: 6.14 -2.00 1.93
Br: 0.62 -4.48 -0.03
C: 1.10 -4.47 1.79
C: 0.90 -5.62 2.53
C: 1.25 -5.65 3.87
C: 1.82 -4.54 4.47
C: 2.04 -3.39 3.74
C: 1.67 -3.34 2.38
C: 1.86 -2.06 1.69
O: 1.17 -1.76 0.64
O: 2.64 -1.18 2.10
H: 0.48 -6.50 2.05
H: 1.07 -6.55 4.43
H: 2.09 -4.56 5.52
H: 2.46 -2.51 4.19
C: 5.66 -1.05 -1.94
C: 4.14 -1.10 -1.72
C: 3.73 -2.51 -1.25
C: 3.81 -0.10 -0.56
C: 3.43 -0.76 -3.02
C: 3.11 0.56 -3.34
C: 2.32 0.85 -4.44
C: 1.88 -0.16 -5.27
C: 2.30 -1.46 -5.04
C: 3.07 -1.75 -3.93
H: 6.20 -1.18 -1.00
H: 5.95 -0.10 -2.38
H: 5.97 -1.84 -2.61
H: 2.64 -2.58 -1.15
H: 4.20 -2.76 -0.30
H: 4.05 -3.26 -1.96
H: 4.31 0.87 -0.78
H: 3.47 1.37 -2.72
H: 2.05 1.88 -4.64
H: 1.24 0.07 -6.11
H: 2.01 -2.25 -5.71
H: 3.38 -2.78 -3.79

**HOMO**: -0.477 Eh
**Calculated total energy**: -181597.258 eV
**Energy relative to the best compared isomer or geometry (same formula, charge and spin)**: 0.0 kJ/mol
**Total charge**: +2
**Spin multiplicity**: 1
**Molecular weight**: 1236.83 g mol⁻¹
**Orbital gap**: 0.2308 hartree